No. 1
Formula: C41H60I2NO2P2S4SbSr
Source: OMol25
Level of theory: ωB97M-V with the def2-TZVPD basis set

The value obtained for the energy is -134578.3772 eV.

Geometry as ORCA input:
```
! wB97M-V def2-TZVPD RIJCOSX def2/J DEFGRID3
* xyz -2 1
Sr 1.882 0.540 -0.009
I 4.925 -3.145 2.921
C 4.074 -3.452 1.051
C 4.249 -4.696 0.436
C 3.765 -4.954 -0.817
I 4.104 -6.837 -1.654
C 3.064 -3.939 -1.519
C 2.567 -4.079 -2.828
C 1.930 -3.034 -3.429
C 1.758 -1.839 -2.713
N 2.190 -1.673 -1.487
C 2.858 -2.685 -0.886
C 3.378 -2.392 0.444
O 3.212 -1.239 0.947
H 4.795 -5.460 0.973
H 2.707 -5.017 -3.350
H 1.556 -3.117 -4.440
H 1.241 -0.985 -3.127
S -3.403 4.415 1.220
Sb -2.803 2.402 2.197
S -0.581 1.723 0.992
S 0.980 3.104 0.768
S -3.611 0.534 1.023
O 0.294 0.876 -2.107
P -1.135 0.756 -2.615
C -2.257 2.022 -1.959
C -1.583 3.423 -2.013
C -2.274 4.367 -2.993
C -3.750 4.589 -2.629
C -4.391 3.315 -2.052
C -3.681 2.066 -2.546
C -1.124 1.078 -4.457
C -2.306 0.565 -5.313
C -2.162 -0.863 -5.827
C -0.850 -1.038 -6.578
C 0.304 -0.673 -5.657
C 0.203 0.767 -5.160
C -1.746 -0.930 -2.219
C -3.244 -1.214 -2.364
C -3.493 -2.727 -2.307
C -2.552 -3.424 -1.308
C -2.154 -2.452 -0.202
C -1.331 -1.292 -0.772
H -2.330 1.772 -0.894
H -0.513 3.342 -2.230
H -1.642 3.839 -1.003
H -2.198 3.979 -4.018
H -1.745 5.324 -2.995
H -4.293 4.932 -3.518
H -3.821 5.371 -1.868
H -5.455 3.264 -2.309
H -4.335 3.347 -0.964
H -3.661 2.099 -3.638
H -4.244 1.186 -2.251
H -1.214 2.169 -4.419
H -2.373 1.224 -6.190
H -3.247 0.675 -4.787
H -3.013 -1.102 -6.472
H -2.198 -1.573 -4.994
H -0.841 -0.384 -7.459
H -0.744 -2.064 -6.944
H 1.268 -0.829 -6.152
H 0.267 -1.356 -4.810
H 0.286 1.428 -6.033
H 1.030 1.017 -4.493
H -1.200 -1.590 -2.909
H -3.668 -0.802 -3.282
H -3.759 -0.719 -1.536
H -3.366 -3.162 -3.306
H -4.534 -2.901 -2.021
H -1.646 -3.772 -1.820
H -3.030 -4.317 -0.897
H -1.573 -2.958 0.574
H -3.045 -2.057 0.295
H -0.274 -1.574 -0.782
H -1.439 -0.422 -0.122
C -0.535 2.008 5.686
C 0.935 2.037 5.255
C 1.833 1.882 6.481
C 1.204 3.403 4.606
P 1.186 0.772 3.869
C 3.042 0.691 3.952
C 3.854 -0.119 4.749
C 5.237 0.001 4.731
C 5.852 0.938 3.913
C 5.065 1.752 3.110
C 3.682 1.625 3.127
C 0.539 -0.908 4.424
C 0.742 -1.390 5.863
C 1.156 -1.915 3.448
C -0.978 -0.892 4.131
H -0.742 2.891 6.301
H -0.769 1.125 6.285
H -1.213 2.045 4.832
H 1.621 2.703 7.179
H 2.889 1.936 6.218
H 1.659 0.943 7.010
H 0.911 4.192 5.309
H 0.637 3.530 3.682
H 2.263 3.535 4.375
H 3.410 -0.858 5.400
H 5.840 -0.648 5.359
H 6.933 1.027 3.898
H 5.526 2.493 2.466
H 3.064 2.265 2.497
H 1.789 -1.498 6.146
H 0.270 -2.374 5.976
H 0.268 -0.721 6.581
H 2.245 -1.938 3.476
H 0.855 -1.686 2.422
H 0.777 -2.917 3.681
H -1.551 -0.382 4.906
H -1.340 -1.926 4.081
H -1.215 -0.397 3.185
*
```


No. 2
Formula: C41H61AsN2O5S2Sr
Source: OMol25
Level of theory: ωB97M-V with the def2-TZVPD basis set

The value obtained for the energy is -140068.7727 eV.

Geometry as ORCA input:
```
! wB97M-V def2-TZVPD RIJCOSX def2/J DEFGRID3
* xyz -2 1
Sr -0.290 0.143 0.465
C -0.599 4.018 2.897
C -0.810 2.528 2.598
O -1.038 2.220 1.404
C -0.794 1.657 3.689
C -1.174 0.277 3.619
C -1.397 -0.473 4.915
N -1.370 -0.298 2.475
N -1.815 -1.601 2.480
C -2.228 -2.010 1.300
O -2.321 -1.332 0.225
C -2.568 -3.471 1.301
C -3.045 -4.113 2.444
C -3.301 -5.475 2.434
C -3.082 -6.222 1.282
C -2.599 -5.590 0.144
C -2.349 -4.227 0.153
H 0.060 4.455 2.143
H -0.195 4.197 3.895
H -1.567 4.520 2.811
H -0.623 2.074 4.675
H -0.816 -0.030 5.727
H -1.115 -1.516 4.776
H -2.455 -0.449 5.188
H -3.194 -3.520 3.335
H -3.665 -5.967 3.330
H -3.277 -7.289 1.276
H -2.409 -6.171 -0.752
H -1.937 -3.724 -0.713
O 1.509 0.255 1.868
S 1.879 0.651 3.241
C 2.629 2.330 3.127
C 3.793 2.534 2.167
C 3.431 2.354 0.679
C 2.588 3.455 0.056
S 1.356 2.850 -1.528
O 0.766 1.752 -0.696
C 2.884 2.228 -2.262
C 3.839 3.083 -2.793
C 5.012 2.573 -3.330
C 5.241 1.203 -3.316
C 4.293 0.351 -2.762
C 3.113 0.858 -2.235
C 3.443 -0.238 3.554
C 3.817 -0.518 4.859
C 4.957 -1.271 5.105
C 5.701 -1.766 4.043
C 5.308 -1.506 2.736
C 4.178 -0.740 2.489
H 2.905 2.577 4.157
H 1.772 2.936 2.834
H 4.609 1.855 2.435
H 4.166 3.553 2.324
H 2.881 1.420 0.569
H 4.366 2.253 0.118
H 3.198 4.302 -0.284
H 1.827 3.832 0.750
H 3.659 4.152 -2.773
H 5.746 3.246 -3.760
H 6.162 0.802 -3.724
H 4.474 -0.717 -2.747
H 2.357 0.211 -1.793
H 3.206 -0.156 5.679
H 5.261 -1.479 6.124
H 6.582 -2.367 4.236
H 5.878 -1.902 1.905
H 3.848 -0.543 1.476
C -7.685 -0.059 -1.687
C -6.315 0.083 -2.350
As -4.791 -0.487 -1.121
C -4.541 -2.235 -2.018
C -5.495 -3.320 -1.528
C -3.397 0.443 -2.155
C -3.440 1.961 -1.974
H -8.493 0.261 -2.352
H -7.728 0.548 -0.780
H -7.876 -1.095 -1.394
H -6.162 1.129 -2.631
H -6.283 -0.499 -3.277
H -3.506 -2.509 -1.814
H -4.648 -2.099 -3.098
H -5.428 -3.423 -0.444
H -5.258 -4.289 -1.976
H -6.531 -3.077 -1.786
H -3.512 0.182 -3.211
H -2.414 0.084 -1.825
H -4.450 2.356 -2.111
H -2.782 2.454 -2.693
H -3.099 2.233 -0.973
C 2.809 -2.820 -0.715
C 1.689 -2.409 0.271
C 1.024 -3.692 0.808
O 0.813 -1.533 -0.287
H 3.555 -3.468 -0.239
H 3.304 -1.920 -1.085
H 2.366 -3.346 -1.566
H 2.208 -1.971 1.152
H 0.597 -4.268 -0.019
H 0.219 -3.416 1.491
H 1.753 -4.314 1.341
C -0.458 2.316 -5.580
C -0.030 3.090 -4.327
C 1.132 4.025 -4.679
C 0.291 2.143 -3.173
H -0.851 2.985 -6.355
H -1.229 1.584 -5.331
H 0.399 1.779 -5.996
H -0.874 3.728 -4.033
H 2.023 3.453 -4.939
H 1.370 4.661 -3.824
H 0.876 4.668 -5.528
H -0.633 1.808 -2.695
H 0.818 1.256 -3.538
*
```


ΔE to the lowest compared entry with this formula, charge and spin (kcal/mol)
38.0, 0.0
LUMO (eV)
2.962, 4.018